(1)
ORCA calculation (ωB97M-V/def2-TZVPD) on C4H7P3 as an isolated structure in a non-equilibrium geometry.

Cartesian coordinates (Å):
C  -0.647  -0.466  0.046
C  -0.466  -1.632  0.803
C  1.324  1.264  -0.784
C  0.456  1.045  0.418
P  -2.060  -2.341  1.808
P  -1.329  -3.298  0.254
P  -1.761  -0.405  -1.235
H  0.508  -1.857  1.275
H  0.529  1.571  -1.495
H  2.027  0.524  -1.064
H  2.024  2.020  -0.339
H  0.954  0.876  1.382
H  -0.231  1.783  0.394
H  -1.328  0.918  -1.463

Forces on atoms 1 to 2 (eV/Å):
1.22 3.29 -0.50
-0.34 -3.14 1.91

## Properties
LUMO energy ... -0.8 eV
E ... -32123.3881 eV
ΔE to the lowest compared entry with this formula, charge and spin ... 68.4 kcal/mol
Gap between HOMO and LUMO ... 7.177 eV

(2)
ORCA calculation (ωB97M-V/def2-TZVPD) on an isolated molecule of C7H11NO in a non-equilibrium geometry.

Cartesian coordinates (Å):
O  3.571  0.582  -0.950
C  2.772  -0.093  -0.235
N  2.213  -0.971  0.494
C  0.790  -0.707  0.859
C  0.218  0.816  1.208
C  -0.422  1.380  -0.017
C  -1.535  0.431  -0.813
C  -1.443  -0.932  -0.409
C  0.066  -1.368  -0.378
H  0.834  -1.441  1.734
H  -0.408  0.687  2.078
H  0.961  1.532  1.444
H  -0.955  2.332  0.228
H  0.542  1.883  -0.497
H  -2.495  1.066  -0.621
H  -1.122  0.739  -1.877
H  -1.837  -0.878  0.631
H  -2.206  -1.455  -0.928
H  0.572  -1.159  -1.450
H  -0.117  -2.444  -0.501

Forces on atoms 1 to 2 (eV/Å):
-5.00 -3.61 4.15
4.17 0.40 -1.91

## Properties
LUMO energy ... 0.6 eV
E ... -10971.7283 eV
ΔE to the lowest compared entry with this formula, charge and spin ... 81.8 kcal/mol
Gap between HOMO and LUMO ... 10.616 eV